(1)
A 8-piece molecular cluster, C16H48O16 overall at a distorted geometry. Source: the OMol25 dataset; level of theory: ωB97M-V/def2-TZVPD.

```
80
Properties=species:S:1:pos:R:3:forces:R:3:mulliken_spin:R:1
C 0.354 -0.796 -0.203 1.099 -3.170 -0.741 0.009
C 0.978 0.089 0.793 -0.620 2.222 -0.429 -0.001
O -0.057 0.419 1.729 0.274 -0.585 1.161 0.000
O 1.294 -1.060 -1.266 -0.412 0.975 -0.379 0.000
H -0.659 -0.578 -0.542 0.124 0.895 -0.051 -0.007
H 0.291 -1.803 0.211 -0.679 -0.014 0.858 0.000
H 1.176 1.071 0.363 0.757 -0.184 -0.550 0.000
H 1.877 -0.284 1.284 -0.149 -0.227 -0.189 0.000
H 0.393 0.277 2.565 -0.446 0.233 0.497 0.000
H 0.804 -1.578 -1.909 0.216 -0.067 -0.173 0.000
C -3.230 -0.628 1.161 -0.317 -0.192 2.348 0.002
C -4.270 0.487 1.018 0.600 -0.861 0.839 0.014
O -3.855 1.433 0.095 -0.961 -0.005 -1.382 0.087
O -3.727 -1.603 2.070 -0.467 -1.591 -1.110 0.018
H -2.307 -0.282 1.625 0.244 0.469 -0.756 0.002
H -3.036 -1.146 0.222 -0.028 -0.032 -0.023 0.009
H -4.402 0.886 2.024 -0.007 0.416 0.103 0.003
H -5.220 0.006 0.787 -0.084 0.323 -0.601 0.003
H -3.195 2.034 0.450 0.722 0.089 0.221 -0.005
H -3.973 -1.429 2.981 0.367 0.977 -0.181 0.000
C -2.106 3.397 2.032 0.853 2.809 -0.159 -0.001
C -2.141 2.520 3.248 -0.714 -1.547 0.570 0.001
O -0.928 2.515 3.993 0.411 0.892 -0.525 0.000
O -1.443 2.760 0.941 -1.021 -0.230 0.287 -0.002
H -1.571 4.333 2.192 0.987 -0.098 0.974 0.000
H -2.944 3.984 1.656 -1.321 -1.322 0.164 0.000
H -2.280 1.512 2.858 -0.058 -0.353 -0.234 0.000
H -2.982 2.592 3.938 -0.204 0.916 -0.144 0.000
H -0.788 1.678 4.442 -0.330 -0.048 -0.025 0.000
H -0.988 2.077 1.438 1.081 -0.910 -0.646 0.000
C -0.910 -4.599 -3.912 0.588 -0.928 0.461 0.000
C -0.570 -4.648 -2.384 0.031 2.203 -0.101 0.000
O -1.713 -4.641 -1.518 0.256 -0.980 -1.208 0.000
O -1.125 -5.924 -4.390 -0.216 0.000 0.266 0.000
H -0.082 -4.280 -4.544 0.284 0.938 0.503 0.000
H -1.784 -4.006 -4.182 -0.071 0.090 0.445 0.000
H -0.083 -3.735 -2.042 0.509 0.249 -0.492 0.000
H 0.122 -5.448 -2.118 -0.113 -0.311 -0.352 0.000
H -2.046 -5.503 -1.779 -1.085 -0.308 0.670 0.000
H -0.215 -6.214 -4.488 -0.143 -0.838 -0.251 0.000
C 5.359 -2.938 -3.857 1.580 -1.060 -1.371 0.000
C 4.015 -2.751 -3.293 -2.801 1.093 -0.358 0.000
O 3.039 -3.482 -4.076 0.360 -1.299 -0.414 0.000
O 5.409 -3.047 -5.288 0.312 0.404 0.252 0.000
H 5.813 -3.825 -3.414 -0.054 -0.423 -0.122 0.000
H 6.089 -2.157 -3.649 -0.500 0.378 0.423 0.000
H 3.631 -1.744 -3.453 0.682 0.555 0.708 0.000
H 3.910 -3.072 -2.257 0.395 0.265 0.109 0.000
H 2.142 -3.185 -3.906 0.302 0.262 0.227 0.000
H 4.586 -3.324 -5.698 -0.304 -0.163 0.563 0.000
C -4.716 -0.724 -3.031 -1.351 -0.328 0.268 0.145
C -3.146 -0.622 -2.706 1.477 0.512 -1.565 0.093
O -2.423 0.085 -3.729 -1.486 -2.187 1.586 0.389
O -5.019 -1.620 -4.050 0.721 1.966 -0.117 0.219
H -5.066 0.297 -3.183 0.316 0.128 -1.447 0.000
H -5.307 -0.847 -2.123 0.659 -1.140 0.619 -0.006
H -2.693 -1.579 -2.447 0.091 0.083 -0.419 -0.002
H -3.094 0.094 -1.886 -0.683 0.303 1.096 0.045
H -2.960 0.879 -3.790 0.189 1.013 -0.530 -0.011
H -5.132 -2.555 -3.869 0.033 -0.212 0.872 -0.007
C 1.474 4.017 1.321 1.139 0.930 -1.111 0.000
C 2.964 4.574 1.243 -0.664 0.278 -0.567 0.000
O 2.902 5.936 0.901 -0.262 0.445 -0.379 0.000
O 0.728 4.339 0.048 2.150 -0.019 1.682 0.000
H 1.164 4.610 2.181 -1.032 -0.251 -0.114 0.000
H 1.478 2.944 1.516 -0.206 0.031 0.047 0.000
H 3.657 4.085 0.557 -0.320 -0.570 -0.234 0.000
H 3.489 4.650 2.195 -0.471 -0.884 0.455 0.000
H 2.349 5.967 0.117 -0.151 0.336 -0.258 0.000
H -0.205 4.127 0.131 0.013 -0.346 0.485 0.000
C 3.266 1.490 5.680 -0.199 -0.432 -0.671 0.000
C 2.602 1.737 4.295 -1.274 1.321 2.576 0.000
O 3.299 1.138 3.325 1.625 -1.716 -2.256 0.000
O 4.641 1.740 5.674 0.895 0.638 -0.301 0.000
H 3.283 0.407 5.799 -0.680 -0.098 0.246 0.000
H 2.772 1.982 6.518 -0.267 -0.002 -0.058 0.000
H 2.556 2.767 3.941 -0.647 0.723 1.069 0.000
H 1.594 1.326 4.368 -0.239 0.020 -0.136 0.000
H 4.058 1.724 3.281 0.740 -0.615 -0.608 0.000
H 4.831 2.675 5.776 -0.044 0.167 0.088 0.000
```
Forces are in eV/Å.

## Properties
- E_HOMO (alpha / beta): -11.551 / -11.551 eV
- LUMO energy (alpha / beta): -0.1056 / -0.3455 hartree
- Total charge: +1
- Strongest force on any atom: 0.0668 Eh/bohr
- Expectation value of S²: 0.76
- Kohn-Sham gap (alpha / beta): 0.3189 / 0.0790 Eh
- Calculated total energy: -50113.014 eV
- ΔE to the lowest compared entry with this formula, charge and spin: 266.1 kJ/mol
- Spin multiplicity: 2

=====

(2)
A 3-piece molecular cluster, C18H54N9O3P3 overall at a distorted geometry. Source: the OMol25 dataset; level of theory: ωB97M-V/def2-TZVPD.

```
87
Properties=species:S:1:pos:R:3:forces:R:3:mulliken_charge:R:1
C -6.494 -0.775 2.453 0.193 0.209 0.182 -0.789
N -6.548 -0.525 3.890 -0.484 -0.338 -0.500 0.273
C -7.809 -0.893 4.523 0.357 -0.215 -0.179 -1.093
P -5.330 0.159 4.741 0.438 0.471 0.632 0.102
O -5.475 0.056 6.206 -0.562 -0.092 0.015 -0.860
N -3.963 -0.556 4.126 -0.034 0.019 -0.871 0.557
C -2.683 0.072 4.465 -0.584 0.199 0.664 -1.037
C -3.941 -2.002 4.127 0.445 -0.985 -0.307 -1.030
N -5.184 1.757 4.334 1.169 0.794 -0.534 0.383
C -5.571 2.786 5.281 -0.335 -0.173 0.893 -1.151
C -4.576 2.253 3.114 -0.152 -0.456 -0.663 -0.353
H -6.033 -1.739 2.218 -0.222 -0.045 -0.087 0.232
H -5.926 -0.015 1.917 0.028 0.096 0.134 0.171
H -7.510 -0.738 2.063 0.007 -0.138 -0.081 0.415
H -7.875 -1.984 4.580 -0.165 0.022 0.287 0.339
H -8.641 -0.552 3.905 -0.040 0.158 0.093 0.329
H -7.856 -0.438 5.508 -0.094 -0.199 0.086 0.336
H -2.450 0.877 3.771 0.210 -0.046 -0.096 0.160
H -2.755 0.505 5.469 0.249 0.017 -0.017 0.294
H -1.898 -0.677 4.486 0.078 0.016 -0.171 0.480
H -3.969 -2.448 5.127 0.068 0.106 0.036 0.280
H -4.716 -2.491 3.534 -0.337 0.477 0.167 0.303
H -3.033 -2.340 3.617 0.116 0.112 0.251 0.285
H -5.052 2.668 6.236 -0.115 -0.167 0.003 0.317
H -5.336 3.797 4.956 0.018 -0.143 -0.529 0.445
H -6.645 2.725 5.474 0.023 0.202 0.119 0.274
H -3.729 2.937 3.245 -0.182 0.102 0.468 0.414
H -5.320 2.750 2.480 0.091 0.069 -0.017 0.355
H -4.156 1.424 2.539 -0.220 -0.037 -0.016 -0.381
C 6.802 -2.170 -2.884 0.506 -0.306 -0.568 -1.314
N 6.881 -0.900 -3.607 -0.324 -0.184 0.449 0.313
C 7.754 -0.919 -4.774 0.223 0.275 0.378 -1.178
P 6.739 0.467 -2.686 -0.550 0.750 -0.598 0.231
O 7.787 0.803 -1.712 0.120 0.058 0.292 -0.872
N 6.582 1.707 -3.801 0.383 -0.115 -0.231 0.241
C 5.843 1.593 -5.035 -0.747 0.133 -0.208 -0.666
C 7.337 2.931 -3.571 0.219 0.241 0.690 -0.996
N 5.254 0.289 -1.974 -0.359 -1.433 0.588 0.349
C 4.967 1.066 -0.773 0.035 0.266 -0.499 -0.963
C 4.128 -0.425 -2.561 -0.026 0.513 -0.526 -0.397
H 6.161 -2.109 -2.011 -0.023 0.097 0.001 0.449
H 7.803 -2.491 -2.572 -0.071 0.061 0.163 0.367
H 6.435 -2.945 -3.563 -0.181 0.033 0.095 0.393
H 8.343 -0.002 -4.812 -0.118 0.063 -0.166 0.417
H 7.164 -1.015 -5.684 0.189 -0.219 -0.149 0.294
H 8.483 -1.724 -4.677 -0.129 -0.135 -0.135 0.346
H 4.798 1.279 -4.918 0.165 -0.214 0.376 0.129
H 5.734 2.586 -5.471 0.307 -0.057 -0.172 0.356
H 6.280 0.907 -5.763 0.152 0.186 -0.108 0.230
H 7.013 3.750 -4.211 -0.206 -0.226 -0.205 0.385
H 7.162 3.256 -2.543 0.197 0.075 -0.051 0.278
H 8.419 2.820 -3.689 -0.040 -0.113 -0.083 0.275
H 4.010 0.774 -0.342 0.054 -0.289 0.003 0.278
H 5.765 0.911 -0.052 -0.021 0.298 0.117 0.321
H 4.852 2.122 -1.044 0.219 0.096 0.322 0.302
H 4.388 -1.344 -3.085 0.354 0.219 -0.155 0.339
H 3.608 0.240 -3.262 -0.248 -0.265 -0.035 0.117
H 3.417 -0.747 -1.809 0.049 0.229 0.338 0.045
C -3.550 -0.739 0.214 -0.833 0.494 -0.186 -0.543
N -2.276 -0.220 -0.229 0.641 0.041 0.296 0.441
C -1.730 0.918 0.484 -0.506 0.185 -0.088 -0.968
P -1.393 -1.121 -1.304 0.271 -0.630 0.057 0.278
O -2.251 -2.127 -1.955 -0.156 -0.056 0.123 -0.933
N -0.628 -0.016 -2.276 -0.046 0.179 0.299 0.579
C -1.379 1.170 -2.650 -0.077 0.353 -0.461 -1.106
C 0.356 -0.395 -3.277 0.307 -0.778 0.323 -1.391
N -0.151 -1.855 -0.462 0.186 -0.031 -0.306 0.345
C 1.094 -1.184 -0.122 -0.182 0.530 -0.485 -1.237
C -0.552 -2.982 0.367 0.467 0.063 0.232 -1.234
H -3.882 -0.343 1.176 0.590 0.235 0.145 -0.336
H -3.551 -1.820 0.340 -0.086 -0.045 -0.414 0.366
H -4.303 -0.386 -0.501 -0.311 -0.620 0.057 0.306
H -2.384 1.787 0.325 0.138 0.063 0.066 0.356
H -0.740 1.175 0.118 0.012 -0.016 -0.019 0.396
H -1.685 0.746 1.561 0.121 -0.128 0.085 0.121
H -1.699 1.171 -3.700 0.164 -0.321 -0.006 0.316
H -2.295 1.230 -2.072 0.104 0.229 0.166 0.362
H -0.763 2.067 -2.527 -0.124 0.024 0.189 0.293
H -0.135 -0.593 -4.233 0.180 0.470 -0.204 0.361
H 1.163 0.341 -3.305 -0.295 0.269 -0.442 0.467
H 0.880 -1.330 -3.057 -0.352 -0.046 0.424 0.377
H 1.762 -1.221 -0.980 0.283 -0.230 0.103 0.420
H 0.968 -0.112 0.061 -0.103 -0.091 0.253 0.235
H 1.580 -1.624 0.746 -0.090 -0.145 -0.003 0.448
H -1.232 -3.626 -0.183 -0.186 0.091 0.082 0.313
H -0.985 -2.642 1.319 -0.209 -0.151 -0.079 0.370
H 0.330 -3.574 0.624 -0.004 -0.006 -0.090 0.478
```
Forces are in eV/Å.

## Properties
- E_HOMO: -8.384 eV
- LUMO energy: 0.0160 hartree
- Total charge: 0
- Strongest force on any atom: 0.0309 Eh/bohr
- SMILES: CN(C)P(=O)(N(C)C)N(C)C.CN(C)P(=O)(N(C)C)N(C)C.CN(C)P(=O)(N(C)C)N(C)C
- Kohn-Sham gap: 0.3241 Eh
- Calculated total energy: -66965.565 eV
- ΔE to the lowest compared entry with this formula, charge and spin: 0.0 kJ/mol